ORCA calculation (ωB97M-V/def2-TZVPD) on a cluster of 11 separate species, C76H76FI3NO3P in total.

Geometry as XYZ:
```
161
Properties=species:S:1:pos:R:3:forces:R:3:mulliken_charge:R:1
C -1.747 2.834 3.081 0.1 -1.3 0.0 -1.19
C -0.295 2.396 3.451 -1.2 1.0 0.4 -0.13
I 0.614 1.744 1.629 0.0 0.2 0.1 0.12
C -0.403 1.355 4.609 0.0 -0.2 -0.3 -1.03
I 0.761 1.917 6.363 -0.3 0.0 -0.2 0.12
C -0.237 -0.120 4.258 0.6 -0.3 0.2 -0.19
C 1.008 -0.760 4.035 1.1 0.8 0.2 1.53
C 2.350 -0.026 4.062 -0.5 0.4 -0.7 -1.04
C 3.300 -0.296 2.859 1.6 0.4 -0.2 0.11
C 4.564 -1.141 3.230 -0.2 0.4 -0.1 -1.37
O 2.635 -0.782 1.697 -0.6 -0.3 0.3 -0.19
C 1.057 -2.110 3.786 -1.0 -0.8 -0.1 0.59
F 2.232 -2.733 3.623 0.2 0.4 0.2 -0.41
C -0.073 -2.927 3.683 0.8 0.2 -0.5 0.26
P 0.149 -4.723 3.322 -0.7 -0.9 1.2 0.26
N 0.006 -5.606 4.618 0.2 0.0 -0.8 -0.75
C -1.284 -2.283 3.854 -0.9 -0.8 -0.2 0.90
C -1.371 -0.918 4.159 -0.6 0.0 0.1 -0.58
C -2.779 -0.414 4.355 -0.9 -0.2 -0.3 -0.05
O -3.180 0.323 5.228 0.5 0.1 -0.3 -0.63
C -3.801 -0.988 3.377 0.8 0.4 0.2 -0.37
C -3.711 -2.276 3.090 -0.1 -0.4 -0.5 -0.39
I -5.146 -3.113 1.783 0.5 -0.6 1.0 0.04
C -2.578 -3.096 3.697 -0.2 0.5 0.1 -0.06
O -2.697 -4.244 4.045 0.0 0.5 -0.5 -0.49
H -1.764 3.597 2.298 0.0 -0.1 0.3 0.45
H -2.242 1.924 2.694 0.0 0.5 -0.1 0.16
H -2.324 3.110 3.977 0.3 0.3 -0.2 0.36
H 0.199 3.317 3.782 0.4 -0.5 -0.1 0.50
H -1.427 1.451 4.981 0.5 0.1 0.1 0.63
H 2.113 1.043 4.034 0.2 -0.3 0.1 -0.09
H 2.909 -0.196 4.992 -0.3 -0.1 -0.2 0.40
H 3.717 0.689 2.571 -0.3 -0.1 0.3 0.45
H 4.465 -1.598 4.220 0.1 -0.2 -0.4 0.37
H 4.766 -1.893 2.452 -0.1 0.0 0.4 0.29
H 5.443 -0.479 3.250 -0.2 -0.2 0.1 0.35
H 3.279 -1.099 1.055 0.1 0.0 0.2 0.13
H 1.398 -4.874 2.673 -0.3 0.6 -0.1 0.10
H -0.823 -5.022 2.332 0.4 0.4 -0.2 0.07
H -0.782 -6.230 4.455 0.1 0.0 0.5 0.27
H -4.567 -0.336 2.955 0.1 -0.1 0.4 0.51
C -6.937 -3.252 6.148 0.0 0.0 0.0 -0.41
C -7.831 -3.131 7.203 0.0 0.0 0.0 -0.51
C -7.561 -2.252 8.243 0.0 0.0 0.0 -0.39
C -6.395 -1.498 8.230 0.0 0.0 0.0 -0.54
C -5.497 -1.626 7.180 0.0 0.0 0.0 -0.41
C -5.769 -2.502 6.138 0.0 0.0 0.0 0.06
H -7.151 -3.933 5.333 0.0 0.0 0.0 0.36
H -8.739 -3.721 7.214 0.0 0.0 0.0 0.38
H -8.260 -2.154 9.065 0.0 0.0 0.0 0.36
H -6.186 -0.810 9.041 0.0 0.0 0.0 0.37
H -4.585 -1.042 7.172 0.0 0.0 0.0 0.41
H -5.070 -2.601 5.317 0.0 0.0 0.1 0.34
C -5.750 -0.418 -1.645 0.0 0.0 0.0 -0.67
C -5.618 0.522 -2.659 0.0 0.0 -0.1 -0.20
C -4.498 1.345 -2.703 -0.1 -0.1 0.0 -0.15
C -3.514 1.231 -1.730 0.0 0.0 0.0 -0.85
C -3.651 0.298 -0.712 0.0 0.0 0.0 -0.43
C -4.768 -0.528 -0.669 0.1 0.0 0.1 0.54
H -6.619 -1.064 -1.614 0.0 0.0 0.0 0.40
H -6.388 0.612 -3.416 0.0 0.0 0.0 0.41
H -4.394 2.076 -3.496 0.0 0.0 0.0 0.33
H -2.640 1.871 -1.766 0.0 0.0 0.0 0.41
H -2.885 0.213 0.051 0.0 0.0 0.0 0.51
H -4.872 -1.260 0.129 0.1 0.5 -0.5 -0.34
C -9.265 5.394 -3.225 0.0 0.0 0.0 -0.43
C -9.126 5.197 -4.592 0.0 0.0 0.0 -0.37
C -8.110 4.386 -5.077 0.0 0.0 0.0 -0.52
C -7.229 3.773 -4.196 0.0 0.0 0.1 -0.10
C -7.363 3.977 -2.828 0.0 0.0 0.0 -0.31
C -8.382 4.786 -2.343 0.0 0.0 0.0 -0.46
H -10.062 6.022 -2.846 0.0 0.0 0.0 0.36
H -9.811 5.676 -5.280 0.0 0.0 0.0 0.36
H -8.003 4.229 -6.144 0.0 0.0 0.0 0.40
H -6.438 3.138 -4.575 0.0 0.0 0.0 0.28
H -6.672 3.504 -2.140 0.0 0.0 0.0 0.41
H -8.487 4.943 -1.277 0.0 0.0 0.0 0.36
C -4.319 0.824 -8.065 0.0 0.0 0.0 -0.57
C -4.607 1.202 -9.370 0.0 0.0 0.0 -0.31
C -4.972 2.512 -9.649 0.0 0.0 0.0 -0.41
C -5.053 3.444 -8.623 0.0 0.0 0.0 -0.50
C -4.774 3.064 -7.318 0.0 0.0 0.0 -0.26
C -4.405 1.755 -7.038 0.0 0.0 0.0 -0.17
H -4.028 -0.196 -7.848 0.0 0.0 0.0 0.37
H -4.546 0.475 -10.170 0.0 0.0 0.0 0.36
H -5.193 2.807 -10.667 0.0 0.0 0.0 0.36
H -5.336 4.467 -8.841 0.0 0.0 0.0 0.38
H -4.842 3.790 -6.516 0.0 0.0 0.0 0.46
H -4.185 1.458 -6.020 0.0 0.0 0.0 0.32
C 9.415 -1.954 -0.575 0.0 0.0 0.0 -0.41
C 9.338 -0.612 -0.227 0.0 0.0 0.0 -0.34
C 8.110 0.036 -0.229 0.0 0.0 0.0 -0.65
C 6.960 -0.657 -0.582 0.0 0.0 0.0 -0.25
C 7.039 -1.997 -0.939 -0.1 0.0 0.0 -0.33
C 8.266 -2.646 -0.933 0.0 0.0 0.0 -0.54
H 10.372 -2.461 -0.567 0.0 0.0 0.0 0.37
H 10.235 -0.071 0.047 0.0 0.0 0.0 0.38
H 8.050 1.082 0.046 0.0 0.0 0.0 0.48
H 6.002 -0.152 -0.582 0.0 0.0 0.0 0.44
H 6.142 -2.537 -1.221 0.0 0.0 0.0 0.44
H 8.327 -3.691 -1.209 0.0 0.0 0.0 0.39
C 4.774 3.654 3.650 0.0 0.0 0.0 -0.64
C 5.991 4.180 3.240 0.0 0.0 -0.1 -0.14
C 7.077 4.176 4.106 0.0 0.0 0.0 -0.59
C 6.944 3.648 5.384 0.0 0.0 0.0 -0.31
C 5.724 3.128 5.796 0.0 0.0 0.0 -0.65
C 4.640 3.131 4.929 0.0 0.0 -0.1 0.19
H 3.928 3.652 2.972 0.0 0.0 0.0 0.44
H 6.093 4.594 2.244 0.0 0.0 0.0 0.45
H 8.027 4.584 3.785 0.0 0.0 0.0 0.39
H 7.791 3.641 6.058 0.0 0.0 0.0 0.38
H 5.619 2.721 6.795 0.0 0.0 0.0 0.39
H 3.688 2.724 5.246 0.0 0.0 0.0 0.09
C -5.946 -8.125 2.808 0.0 0.0 0.0 -0.60
C -6.010 -6.766 3.086 0.1 0.0 0.0 -0.06
C -7.230 -6.105 3.039 0.0 -0.1 0.0 -0.12
C -8.386 -6.800 2.710 0.0 0.0 0.0 -0.59
C -8.320 -8.157 2.423 0.0 0.0 0.0 -0.42
C -7.101 -8.820 2.473 0.0 0.0 0.0 -0.33
H -4.996 -8.642 2.851 0.0 0.0 0.0 0.37
H -5.108 -6.222 3.341 0.0 0.0 0.0 0.45
H -7.280 -5.046 3.259 0.0 0.0 0.0 0.23
H -9.337 -6.284 2.676 0.0 0.0 0.0 0.36
H -9.221 -8.699 2.161 0.0 0.0 0.0 0.35
H -7.051 -9.878 2.252 0.0 0.0 0.0 0.36
C 2.858 -2.255 -4.680 0.0 0.0 0.0 -0.59
C 1.975 -2.199 -3.610 0.0 0.0 0.0 -0.39
C 2.246 -1.370 -2.529 0.0 0.0 0.1 -0.67
C 3.403 -0.601 -2.516 0.0 -0.1 0.0 -0.39
C 4.289 -0.664 -3.583 0.1 0.1 0.0 -0.23
C 4.017 -1.489 -4.665 0.0 0.0 0.0 -0.11
H 2.644 -2.896 -5.526 0.0 0.0 0.0 0.38
H 1.075 -2.800 -3.618 0.0 0.0 0.0 0.38
H 1.556 -1.324 -1.695 0.0 0.0 0.0 0.50
H 3.613 0.048 -1.673 0.0 0.0 0.0 0.49
H 5.195 -0.069 -3.571 0.0 0.0 0.0 0.39
H 4.708 -1.537 -5.497 0.0 0.0 0.0 0.22
C 4.826 7.314 -1.656 0.0 0.0 0.0 -0.36
C 4.430 5.984 -1.691 0.0 0.0 0.0 -0.46
C 5.232 5.005 -1.121 0.0 0.0 0.0 -0.43
C 6.433 5.356 -0.519 0.0 0.0 0.0 -0.37
C 6.834 6.685 -0.492 0.0 0.0 0.0 -0.40
C 6.030 7.664 -1.059 0.0 0.0 0.0 -0.40
H 4.197 8.078 -2.095 0.0 0.0 0.0 0.36
H 3.494 5.710 -2.162 0.0 0.0 0.0 0.37
H 4.921 3.968 -1.145 0.0 0.0 0.0 0.49
H 7.058 4.592 -0.072 0.0 0.0 0.0 0.50
H 7.773 6.958 -0.028 0.0 0.0 0.0 0.37
H 6.341 8.701 -1.036 0.0 0.0 0.0 0.36
C 7.249 -0.889 -6.984 0.0 0.0 0.0 -0.25
C 7.376 -1.034 -8.359 0.0 0.0 0.0 -0.48
C 8.403 -1.808 -8.882 0.0 0.0 0.0 -0.36
C 9.304 -2.433 -8.031 0.0 0.0 0.0 -0.38
C 9.182 -2.281 -6.657 0.0 0.0 0.0 -0.41
C 8.153 -1.510 -6.133 0.0 0.0 0.0 -0.40
H 6.444 -0.290 -6.575 0.0 0.0 0.0 0.43
H 6.674 -0.545 -9.022 0.0 0.0 0.0 0.36
H 8.500 -1.924 -9.955 0.0 0.0 0.0 0.36
H 10.103 -3.039 -8.440 0.0 0.0 0.0 0.36
H 9.888 -2.764 -5.993 0.0 0.0 0.0 0.36
H 8.056 -1.392 -5.060 0.0 0.0 0.0 0.44
```
Forces are in eV/Å.

Values from the calculation:
Multiplicity: 1
DFT total energy in eV: -123982.5845
Strongest force on any atom in eV/Å: 1.659
Molar mass in u: 1482.1
E_HOMO in eV: -8.529
SMILES: C[C@H](I)[C@H](I)c1c(C[C@@H](C)O)c(F)c([PH2]=N)c2c1C(=O)C=C(I)C2=O.c1ccccc1.c1ccccc1.c1ccccc1.c1ccccc1.c1ccccc1.c1ccccc1.c1ccccc1.c1ccccc1.c1ccccc1.c1ccccc1
LUMO level in eV: -1.31